1.
Density functional theory data (wB97M-V/def2-TZVPD) for a structure of composition C2H8GaN3O2PS at a distorted geometry.

ORCA input file:
```
! RIJCOSX wB97M-V def2-TZVPD def2/J DEFGRID3
* xyz -1 1
N 3.797 -2.775 -1.294
C 3.324 -2.070 -2.291
O 2.836 -1.010 -3.190
Ga 1.421 -0.014 -2.360
P -0.507 -1.333 -2.484
S -1.446 -1.260 -0.737
H 1.325 1.375 -3.201
H 1.685 0.253 -0.776
H -1.455 -0.914 -3.498
H -0.138 -2.744 -2.662
C -1.031 1.229 2.417
O -0.267 1.036 1.485
N -0.955 2.316 3.206
N -2.018 0.374 2.738
H -1.576 2.493 3.978
H -0.226 2.986 2.998
H -2.110 -0.458 2.169
H -2.658 0.516 3.501
*
```

The value obtained for the HOMO-LUMO gap is 6.937 eV. The value obtained for the total energy is -83269.387 eV.

Results of the natural (NBO) charge analysis, in e, for atoms 1 through 5:
1. N -0.5049
2. C 0.5338
3. O -0.8283
4. Ga 0.8922
5. P 0.2550

2.
Density functional theory data (wB97M-V/def2-TZVPD) for a cluster of 5 separate species, C7H15FN4O11 in total at a distorted geometry.

ORCA input file:
```
! RIJCOSX wB97M-V def2-TZVPD def2/J DEFGRID3
* xyz -1 2
C -1.376 1.524 -0.692
C -2.786 1.254 -1.220
O -2.505 0.088 -2.005
C -1.186 -0.174 -2.111
O -0.660 -0.900 -2.904
O -0.569 0.538 -1.179
F -3.222 2.253 -1.947
H -1.294 1.585 0.393
H -1.003 2.473 -1.076
H -3.529 1.018 -0.459
C 1.748 -1.126 0.182
N 0.574 -2.010 0.534
O -0.416 -1.504 1.069
O 0.668 -3.261 0.270
H 1.672 -0.959 -0.892
H 2.608 -1.718 0.496
H 1.659 -0.275 0.856
C 3.340 3.301 0.501
N 2.095 3.758 -0.221
O 2.329 4.322 -1.265
O 0.996 3.397 0.216
H 4.102 3.082 -0.247
H 3.064 2.409 1.063
H 3.795 4.176 0.965
C 0.500 1.077 3.789
N -0.900 1.628 3.800
O -1.692 1.220 2.946
O -1.163 2.318 4.739
H 0.458 0.033 4.099
H 1.130 1.665 4.456
H 0.847 1.127 2.756
C -1.404 -3.950 -2.512
N -1.260 -5.428 -2.373
O -0.925 -5.773 -1.218
O -1.355 -6.238 -3.264
H -2.144 -3.707 -1.749
H -1.755 -3.727 -3.520
H -0.443 -3.496 -2.274
*
```

The value obtained for the HOMO-LUMO gap (spin up / spin down) is 2.514 / 5.899 eV. Its expectation value of S² is 0.754. The value obtained for the total energy is -38691.137 eV.

Results of the natural (NBO) charge analysis, in e, for atoms 1 through 5:
1. C -0.1371
2. C 0.4461
3. O -0.5140
4. C 0.9942
5. O -0.5925